{
  "formula": "C36H76O28P4",
  "method": "ωB97M-V/def2-TZVPD",
  "species": ["P", "P", "P", "P", "O", "O", "O", "O", "O", "O", "O", "O", "O", "O", "O", "O", "O", "O", "O", "O", "O", "O", "O", "O", "O", "O", "O", "O", "O", "O", "O", "O", "C", "C", "C", "C", "C", "C", "C", "C", "C", "C", "C", "C", "C", "C", "C", "C", "C", "C", "C", "C", "C", "C", "C", "C", "C", "C", "C", "C", "C", "C", "C", "C", "C", "C", "C", "C", "H", "H", "H", "H", "H", "H", "H", "H", "H", "H", "H", "H", "H", "H", "H", "H", "H", "H", "H", "H", "H", "H", "H", "H", "H", "H", "H", "H", "H", "H", "H", "H", "H", "H", "H", "H", "H", "H", "H", "H", "H", "H", "H", "H", "H", "H", "H", "H", "H", "H", "H", "H", "H", "H", "H", "H", "H", "H", "H", "H", "H", "H", "H", "H", "H", "H", "H", "H", "H", "H", "H", "H", "H", "H", "H", "H"],
  "positions_angstrom": [[-14.187423, -19.410616, 2.297812], [-21.078607, -11.033239, -0.204750], [-11.181424, -12.227731, -1.454848], [-20.517015, -17.437003, 0.442441], [-23.745657, -15.392982, -3.137980], [-17.520406, -13.099559, 2.207863], [-11.007919, -13.093631, -2.781960], [-14.315771, -19.925052, 0.812087], [-25.601319, -14.383979, -3.937634], [-21.512715, -9.531669, 0.085414], [-19.925173, -17.469144, 1.928925], [-21.289314, -11.597850, -1.529974], [-13.148915, -20.077234, 3.078655], [-20.355069, -18.868610, -0.177740], [-17.135146, -12.274582, 4.222655], [-15.667253, -19.451322, 2.833218], [-22.349390, -21.391500, 9.453196], [-22.306218, -22.797042, 2.984839], [-19.435511, -16.625561, -0.355749], [-19.551239, -11.101912, 0.222965], [-11.472938, -10.812911, -1.628428], [-25.695154, -15.685865, -2.105540], [-21.376564, -22.058752, 4.839689], [-9.906246, -12.578797, -0.593381], [-22.497776, -23.576429, 8.954554], [-18.806834, -13.745336, 3.942356], [-21.849976, -11.760146, 0.964722], [-21.878764, -16.917484, 0.304502], [-12.349820, -13.011250, -0.755298], [-23.193193, -20.986521, 3.942788], [-13.965691, -17.848319, 2.077163], [-23.238959, -22.021151, 7.504463], [-17.945955, -10.935254, -1.611962], [-8.928936, -11.611622, -0.204855], [-17.636232, -20.524084, 3.691338], [-23.537483, -16.430821, -2.167467], [-15.771145, -16.407384, 2.778474], [-17.956540, -13.077114, 3.504800], [-20.945932, -7.470644, 1.248984], [-18.403680, -19.793842, -1.170951], [-20.644995, -23.190516, 4.453793], [-8.118537, -11.119048, -1.385044], [-10.362812, -12.472236, -3.923369], [-21.196520, -8.961324, 1.352313], [-21.426508, -18.672703, 3.476409], [-23.506464, -20.632559, 7.571428], [-24.698198, -16.216079, -1.216766], [-13.159537, -20.078668, -0.015084], [-11.051775, -12.972087, -5.168935], [-16.307964, -12.415305, 2.078234], [-20.978521, -23.309673, 2.969845], [-22.317276, -13.702243, 2.270996], [-16.160686, -20.622981, 3.505546], [-18.560371, -10.249630, -0.408901], [-19.299913, -19.818951, 0.044710], [-22.653350, -22.442112, 8.653690], [-13.438553, -21.068975, -1.117220], [-25.063336, -15.082518, -3.150378], [-22.612119, -20.189145, 8.772015], [-13.500296, -15.139979, -0.975179], [-14.383708, -16.951360, 3.117592], [-20.845295, -17.355947, 3.014785], [-19.091155, -15.242149, -0.066955], [-17.694761, -15.013584, -0.592495], [-12.312316, -14.372011, -0.395478], [-16.093027, -11.702940, 3.431839], [-22.386014, -13.076334, 0.905817], [-22.412976, -21.860372, 3.952019], [-22.793222, -14.682888, 2.309476], [-17.654824, -20.581161, -1.187281], [-17.385493, -10.146865, -2.130501], [-7.375947, -10.370753, -1.119450], [-21.591088, -16.576927, 2.844896], [-15.493350, -13.144313, 2.019955], [-8.294327, -12.031840, 0.579500], [-14.242098, -20.720298, -1.773589], [-19.571271, -23.112870, 4.626592], [-24.989210, -17.173322, -0.789490], [-12.566745, -21.176968, -1.762840], [-21.768922, -6.992465, 0.710370], [-23.084240, -20.096858, 6.726207], [-16.039033, -15.568516, 3.427490], [-12.039922, -12.524504, -5.273732], [-12.931477, -19.096457, -0.433947], [-8.841787, -10.696443, -2.084607], [-20.546868, -19.301443, 3.679175], [-7.605838, -11.956185, -1.860200], [-15.977820, -21.461831, 2.818917], [-20.380671, -22.580968, 2.412665], [-18.695320, -11.383910, -2.253114], [-23.430619, -13.086874, 0.583003], [-18.227865, -20.377414, 2.789436], [-21.860953, -13.666947, 0.151847], [-9.336271, -12.852864, -3.921464], [-19.068154, -19.902226, -2.035393], [-20.292845, -16.898172, 3.844199], [-10.435206, -12.708636, -6.034049], [-17.980211, -19.709821, 4.342951], [-17.845375, -10.071447, 0.394276], [-16.894775, -15.297575, 0.083404], [-16.270419, -11.739327, 1.228625], [-15.578026, -20.904019, 4.381790], [-15.122750, -11.940111, 3.853817], [-10.327816, -11.389175, -3.840088], [-15.670223, -15.911571, 1.811582], [-9.419974, -10.806745, 0.350531], [-24.547375, -20.405085, 7.783390], [-14.340946, -17.419752, 4.100329], [-20.059551, -7.184707, 0.680159], [-11.153838, -14.054010, -5.239480], [-19.321479, -14.948386, 0.956034], [-20.269166, -9.380135, 1.755287], [-18.055932, -21.372257, 4.238758], [-17.704022, -15.673584, -1.467475], [-16.256184, -10.628772, 3.370861], [-17.985301, -18.798485, -1.306106], [-19.040628, -9.305104, -0.672044], [-16.465308, -17.237040, 2.845511], [-23.508406, -17.436517, -2.583192], [-21.707663, -19.727164, 8.374879], [-13.714559, -16.089357, 3.084072], [-21.991293, -19.149391, 2.678321], [-17.573511, -14.038908, -1.062561], [-19.758822, -14.697417, -0.742305], [-12.247665, -14.528180, 0.682580], [-21.960611, -18.646288, 4.419669], [-22.593163, -16.187977, -1.696279], [-17.135526, -11.595310, -1.298046], [-14.419552, -14.728205, -0.556184], [-20.845683, -7.081658, 2.261322], [-20.905073, -24.119829, 4.971414], [-11.447674, -14.915629, -0.797428], [-13.752879, -22.047144, -0.754620], [-12.294133, -20.430847, 0.549497], [-20.897557, -24.297358, 2.535500], [-19.768745, -20.728887, 0.423861], [-22.677697, -13.055296, 3.074134], [-24.534080, -15.496259, -0.416539], [-21.307191, -13.918450, 2.648760], [-23.156100, -19.448062, 9.353363], [-18.721966, -19.529772, 0.935066], [-21.977863, -9.188251, 2.075788], [-13.395501, -16.176815, -0.646843], [-13.482470, -15.146978, -2.062181]],
  "forces_ev_per_a": [[0.768, 0.615, -0.570], [-0.078, -0.438, 0.348], [-0.345, -0.656, -0.280], [0.240, 0.359, -0.178], [-0.502, -0.411, -0.415], [-1.017, -0.105, 0.021], [-0.057, 0.798, 0.106], [-0.368, -0.289, 0.044], [-0.166, 0.274, -0.379], [0.228, -0.028, -0.653], [-0.445, -0.204, -0.492], [-0.388, 0.418, -0.454], [-0.181, -0.200, 0.354], [-0.432, -0.386, 0.213], [-0.179, 0.093, 0.673], [-0.216, -0.037, 0.559], [0.172, -0.049, 0.210], [-0.734, -0.311, -0.733], [0.747, -0.217, 0.525], [0.151, 0.020, 0.543], [0.119, 0.435, -0.073], [-0.050, -0.054, 0.087], [-0.682, 0.784, 0.410], [0.434, -0.312, 0.259], [0.303, -0.207, -0.122], [-1.606, -0.671, 0.513], [0.140, 0.276, 0.245], [-0.166, -0.097, 0.412], [-0.205, 0.347, 0.406], [-0.879, 0.659, 0.784], [-0.197, -0.290, 0.219], [-0.076, -0.206, -0.094], [1.035, 1.080, 0.428], [0.384, 0.726, 0.974], [-1.410, 0.683, 1.224], [0.773, 1.144, 0.781], [0.853, 0.273, 0.286], [2.566, 0.650, -0.974], [-0.594, 0.165, -0.571], [-1.077, -0.354, -0.657], [0.924, -1.637, -0.689], [-0.539, -0.285, -0.129], [0.501, -1.374, -0.058], [0.918, 0.427, 0.613], [1.344, -0.417, -0.663], [1.439, 0.895, 1.100], [0.015, -0.489, -0.299], [0.450, -0.128, -0.361], [0.020, 0.409, -0.568], [1.552, 0.061, 0.678], [0.353, 0.994, 0.712], [1.008, -0.431, 1.129], [0.283, -1.323, -1.261], [-0.703, -0.557, 0.220], [0.736, 0.964, 1.386], [-0.641, 0.160, 0.137], [-0.615, 0.119, -0.595], [0.190, -0.386, 0.499], [-0.838, 0.516, -1.231], [0.253, 0.248, 0.758], [-0.371, 1.122, -0.207], [-0.347, 1.190, 1.812], [-0.879, 0.466, -1.080], [-0.375, -0.628, -0.780], [0.220, -2.002, -0.667], [-0.965, -0.046, -0.658], [-0.105, -0.960, -0.179], [1.839, -1.299, -0.486], [-0.441, 0.209, -0.194], [0.125, 0.088, 0.108], [-0.312, -0.101, -0.369], [-0.087, 0.075, 0.159], [-0.191, -0.359, -0.668], [-0.165, -0.092, -0.574], [-0.044, -0.638, -0.361], [-0.008, 0.098, 0.139], [-0.081, 0.688, 0.044], [-0.442, 0.164, 0.004], [0.131, -0.080, 0.179], [-0.119, 0.095, 0.385], [-0.663, -0.367, -0.570], [-0.103, -0.387, 0.431], [0.014, -0.013, -0.077], [0.092, -0.014, -0.005], [0.308, 0.199, -0.173], [-0.203, -0.206, -0.061], [-0.003, -0.002, -0.024], [-0.036, 0.015, 0.033], [0.151, -0.264, -0.201], [0.043, -0.127, -0.041], [0.027, 0.593, -0.053], [0.387, -0.236, -0.294], [0.159, 0.003, 0.122], [0.035, 0.193, 0.040], [0.221, -0.322, -0.071], [0.390, -0.304, -0.166], [-0.179, 0.252, 0.005], [0.575, 0.266, -0.087], [0.177, 0.172, -0.195], [0.054, 0.130, 0.008], [-0.305, -0.128, -0.111], [-0.099, 0.673, 0.297], [-0.021, 0.088, 0.206], [-0.323, 0.047, 0.037], [-0.404, -0.568, -0.328], [-0.209, 0.216, -0.538], [-0.162, -0.310, -0.386], [0.088, -0.075, -0.031], [0.183, -0.409, 0.094], [0.047, -0.050, 0.501], [0.276, -0.256, 0.144], [-0.138, -0.403, -0.114], [0.361, -0.375, -0.320], [0.558, -0.125, 0.117], [0.115, 0.047, 0.119], [0.325, -0.068, 0.365], [0.075, 0.017, -0.067], [-0.495, 0.378, -0.391], [-0.158, 0.130, -0.377], [0.260, -0.206, 0.332], [0.395, -0.342, 0.166], [-0.320, 0.015, 0.183], [0.079, 0.297, 0.642], [-0.061, 0.302, 0.356], [-0.189, 0.537, 0.099], [-0.370, 0.362, -0.159], [0.073, -0.358, 0.052], [-0.441, -0.552, -0.041], [-0.206, -0.114, -0.368], [-0.118, 0.194, -0.046], [-0.647, 0.357, 0.279], [0.312, 0.644, -0.015], [0.228, 0.009, 0.210], [-0.167, 0.159, 0.343], [-0.321, -0.086, 0.026], [-0.074, -0.362, -1.023], [-0.611, 0.042, -0.331], [0.274, 0.023, -0.056], [0.212, 0.186, -0.639], [0.207, -0.264, 0.531], [-0.015, 0.410, -0.226], [-0.226, 0.019, -0.175], [-0.157, -0.001, 0.078], [-0.171, 0.289, -0.024]],
  "gap_ev": 10.39,
  "total_energy_ev": -133060.5581,
  "relative_energy_ev": 0.000,
  "lumo_energy_ev": 0.1339,
  "charge": 0,
  "max_force_ev_per_a": 2.8
}